(1)
The following is a quantum chemistry calculation of C55H41AsClN7O11PS2Zr as an isolated structure at a distorted geometry, from the Open Molecules 2025 dataset.

Structure (XYZ):
```
120
Properties=species:S:1:pos:R:3:forces:R:3:lowdin_charge:R:1
C -1.21292 -3.41447 -2.86853 -0.17 -0.46 0.29 -0.020
H 2.52824 4.88552 -5.82769 0.00 0.00 -0.01 0.103
H 2.78111 2.48643 -1.50091 -0.03 0.02 -0.04 0.084
C -2.90362 -0.08706 -1.36971 0.05 0.19 0.03 -0.731
C 3.00451 -0.61577 -2.38114 0.08 0.27 -0.11 -0.486
C 0.77736 5.99212 1.25042 0.01 0.00 -0.01 -0.067
N -1.50131 -4.27425 -1.68448 0.31 0.50 -0.20 -0.320
C -1.06978 -3.78603 3.33827 -0.01 -0.04 -0.01 -0.068
H 6.25258 -4.32443 -1.00312 0.01 0.00 0.00 0.097
O 2.40861 -0.04734 -1.37814 0.08 -0.11 -0.07 -0.291
C 0.71874 -3.03350 1.89593 0.09 -0.02 -0.04 -0.354
H 3.13543 0.29676 6.45008 0.00 0.01 0.01 0.102
H -3.59988 -2.51372 2.24753 0.03 0.00 -0.01 0.104
C 5.40966 -3.81545 -0.55342 -0.02 0.02 0.02 -0.090
H 4.06322 -0.30944 -2.49896 -0.01 -0.06 0.13 0.139
N -1.91970 -3.66844 -6.51325 0.13 0.17 0.34 -0.354
H -1.19521 6.03640 -2.06983 -0.02 -0.03 0.00 0.105
H 2.56481 -2.92402 3.70242 0.00 0.00 0.00 0.116
H -4.95411 3.41468 -4.63418 -0.01 0.01 -0.02 0.107
C 0.13306 7.14857 0.83473 0.00 0.00 0.00 -0.081
H 4.62362 -1.94659 2.15598 -0.02 -0.03 0.00 0.101
H 1.36292 2.18714 2.27699 -0.03 -0.04 0.05 0.098
C -3.96482 -1.07925 3.78021 0.00 -0.15 0.08 -0.208
O 0.40512 0.52356 -2.97262 0.24 0.05 -0.62 -0.114
H -1.07808 8.06484 -0.68194 0.00 0.01 0.00 0.103
C -4.10178 -0.98732 -3.36956 -0.05 -0.01 0.00 -0.094
H -2.76070 3.86016 -0.99559 0.04 -0.02 -0.01 0.062
C -3.79599 -0.55508 1.41408 0.25 -0.17 -0.10 -0.575
C 2.60717 -1.85984 3.89883 -0.05 0.01 0.11 -0.087
O -2.43940 -4.76448 -6.52099 -0.05 -0.06 -0.07 0.082
O 0.04225 -1.81391 -1.63668 -0.19 -0.38 -0.45 -0.213
C 0.90679 -4.34802 1.48489 0.05 -0.09 0.01 -0.102
C 0.00148 4.86156 -0.71660 -0.07 0.09 0.16 -0.280
C 3.23158 -2.51196 0.62002 0.07 0.08 -0.03 -0.350
C -0.87521 -5.09506 2.91513 0.00 0.04 0.01 -0.076
C -0.63775 6.01986 -1.14127 0.02 0.05 0.00 -0.090
H 1.32512 5.98053 2.18331 0.00 0.00 0.01 0.106
C -3.97594 3.69512 -2.75204 0.00 0.04 0.04 -0.079
H -4.90238 0.40674 -1.90117 -0.06 -0.03 -0.04 0.078
H -4.37885 -1.89694 -2.83246 0.00 -0.02 -0.01 0.061
O 3.80917 0.63787 0.92415 0.07 -0.12 -0.18 -0.087
H 4.05200 -4.29776 -2.14837 -0.01 -0.01 -0.01 0.108
C 2.34152 0.40129 3.15268 0.20 0.18 -0.08 -0.215
C -3.78354 -1.46773 2.46070 0.04 -0.01 0.05 -0.103
H -4.87373 -0.79194 -4.11588 -0.03 0.00 0.00 0.071
C 0.11716 -5.37218 1.99167 0.00 0.03 0.00 -0.088
H 6.52385 -3.12462 1.14619 0.01 0.01 0.00 0.099
C 2.13454 1.44117 2.11784 -0.23 0.09 0.13 -0.191
O 0.43906 0.36970 -5.09218 0.01 -0.01 0.15 0.106
H -2.18138 -4.83876 -4.10922 0.00 0.00 0.00 0.135
H -3.66064 1.08426 -2.96198 0.02 -0.10 0.10 0.071
C -0.82044 -1.92909 -5.17049 -0.02 -0.01 0.11 0.085
P 1.75515 -1.64380 1.26214 -0.08 -0.31 -0.08 1.055
C 4.48181 -2.49148 1.23161 0.02 0.03 0.08 -0.078
Zr 0.29290 0.02714 -0.75558 -1.10 0.12 1.59 1.455
N -3.89986 -2.88229 5.63103 0.05 -0.08 0.07 0.145
H -1.49664 -5.88985 3.30712 -0.01 0.00 0.01 0.102
H -3.16542 -1.17235 -3.90322 -0.02 0.02 0.05 0.051
H 3.16040 -2.13708 5.94687 0.00 0.00 0.02 0.104
C -3.92548 -2.06808 4.81776 -0.12 0.25 -0.13 -0.202
C -1.65808 2.89645 -4.08138 -0.01 0.06 0.01 -0.104
H -1.83980 -3.55668 4.06380 0.03 -0.02 0.02 0.077
S -4.17575 2.01232 0.40307 -0.02 -0.14 0.19 0.571
C 2.61846 0.84122 4.44303 0.03 0.00 0.05 -0.029
Cl -0.69394 0.27226 1.49273 0.07 0.00 0.07 0.195
C 1.43395 4.17803 -4.12767 0.10 0.03 0.01 -0.090
H 1.67465 -4.59820 0.76699 0.02 0.02 0.00 0.091
C 2.91696 -0.05926 5.45212 -0.01 -0.03 -0.04 -0.072
As 0.00435 3.27807 -1.77861 0.37 0.06 0.77 1.304
C -2.86016 2.97219 -4.76523 -0.01 0.00 0.01 -0.077
C -2.77548 3.63916 -2.05610 -0.04 0.03 -0.10 -0.139
C 0.71543 4.84319 0.47618 -0.02 0.05 0.03 -0.066
H 0.49284 4.57819 -4.48123 -0.04 -0.01 0.01 0.101
C 4.17621 -3.81240 -1.18948 0.02 0.01 0.03 -0.074
N -4.43636 1.17126 6.46261 -0.02 0.03 0.08 0.140
C 3.10020 -3.15936 -0.60872 -0.07 0.01 -0.06 -0.130
C -1.62529 3.25549 -2.73518 -0.14 -0.21 -0.11 -0.312
N 0.21755 -0.11674 -4.00722 -0.36 -0.46 -0.03 -0.256
H 2.60948 1.90457 4.64870 0.01 0.01 0.01 0.115
C -3.96478 0.19394 -2.40946 0.06 0.06 -0.04 -0.280
C 3.87081 3.19299 -3.21814 0.01 0.00 0.00 -0.064
N -1.72028 0.26802 -1.44200 0.96 -0.10 -0.12 -0.106
C 5.56055 -3.14477 0.65230 0.00 -0.02 -0.03 -0.082
C 1.51430 3.49218 -2.92153 0.06 -0.14 -0.14 -0.286
C -4.19083 1.18581 2.99793 -0.04 0.17 -0.08 -0.083
O 2.51497 -1.38714 -3.18155 -0.07 -0.07 -0.13 0.021
C -0.57084 7.16484 -0.36068 0.00 -0.02 -0.02 -0.079
C -0.38795 -1.45823 -3.94666 0.31 0.56 -0.34 -0.044
H -4.87917 3.96036 -2.21904 -0.01 -0.01 -0.01 0.111
H 0.27966 -6.38688 1.65177 0.00 -0.01 -0.01 0.102
H 1.21322 3.93682 0.79505 -0.01 -0.05 -0.04 0.083
C 2.73003 3.00679 -2.45212 0.02 -0.01 0.01 -0.079
C -4.31415 0.77012 5.39224 0.03 -0.12 -0.24 -0.185
H 4.82088 2.81494 -2.86327 0.00 -0.01 0.00 0.108
C -4.15705 0.28613 4.04328 0.02 0.09 0.23 -0.204
H -0.76147 2.56345 -4.59164 -0.03 -0.02 0.04 0.085
O -2.05857 -5.33417 -1.89844 -0.09 -0.15 0.01 0.069
O -1.75300 -2.96604 -7.49012 -0.02 0.00 -0.11 0.075
C -0.27869 -2.76619 2.83676 -0.06 0.08 -0.06 -0.111
H 0.17591 8.04019 1.44640 0.00 0.01 0.01 0.103
H -4.34814 2.23507 3.21007 0.00 -0.01 0.01 0.102
S -3.41746 -1.34478 -0.12729 -0.54 -0.25 0.08 0.955
C 2.92965 -1.41762 5.17247 -0.02 0.03 -0.04 -0.067
C 2.30559 -0.96436 2.87517 -0.05 -0.09 0.02 -0.311
H 4.68895 3.99532 -5.03050 0.01 0.00 0.00 0.103
C -1.66302 -3.89326 -4.07270 -0.04 0.07 -0.04 0.091
O 0.37218 2.07141 -0.63901 0.01 0.75 -1.10 -0.625
C 3.79667 3.85960 -4.43345 0.00 0.00 0.01 -0.078
H -0.67467 -1.34509 -6.06529 -0.01 -0.01 0.01 0.136
H -0.44505 -1.75483 3.18211 0.01 0.01 -0.02 0.066
H -2.90038 2.69829 -5.81122 -0.01 0.00 -0.01 0.106
C -4.03904 0.81913 1.64304 -0.13 0.10 -0.13 -0.746
O -1.16530 -3.86484 -0.60136 -0.12 -0.19 0.00 0.093
N 2.78817 1.58847 1.04208 0.10 -0.01 0.00 0.010
C -0.50202 -2.19256 -2.72999 0.34 0.19 0.13 -0.250
H 2.15116 -3.13089 -1.13340 0.01 0.00 0.03 0.098
H 3.74886 0.41051 -0.02095 -0.01 0.01 0.02 0.054
C 2.58322 4.35846 -4.88434 -0.03 -0.01 0.01 -0.077
C -1.45016 -3.14917 -5.21973 -0.09 -0.17 -0.14 -0.128
C -4.01345 3.37727 -4.10046 0.03 0.02 -0.03 -0.080
```
Forces are in eV/Å.

Properties
* F_max: 0.03766 Eh/bohr
* HOMO energy: -4.112 eV
* charge: -1
* relative energy (zero: lowest compared OMol25 entry of this formula, charge and spin): 0.0 kcal per mole
* E: -196252.73329 eV
* LUMO level: 0.01922 Ha

(2)
The following is a quantum chemistry calculation of C55H42N5O5OsS5 as an isolated structure, from the Open Molecules 2025 dataset.

Structure (XYZ):
```
113
Properties=species:S:1:pos:R:3:forces:R:3:lowdin_charge:R:1
S -5.21245 0.13748 -2.02226 -0.03 -0.08 0.04 0.786
C 4.29317 -0.54154 -2.67677 -0.05 0.02 -0.01 -0.050
C 1.22504 1.22521 2.72507 0.01 0.01 0.02 -0.062
C -3.49166 3.16115 -0.44629 0.05 -0.02 0.05 -0.011
H -0.62612 -3.80968 3.93301 -0.02 0.00 0.01 0.137
Os -1.76929 -0.37257 -0.73505 -0.58 0.59 -0.55 1.021
C 2.21555 -4.55946 2.40330 0.04 0.02 -0.05 -0.166
H -1.50128 2.45716 6.18113 0.00 0.00 0.00 0.081
C 5.81170 5.56866 -0.01841 0.01 -0.02 -0.01 -0.053
C -3.92400 2.01536 -1.06539 -0.13 0.11 -0.10 -0.557
H 5.59149 2.44221 -1.30801 0.00 0.00 -0.01 0.125
C -6.68965 4.06714 1.27554 0.02 0.01 0.01 -0.161
H 5.19489 -0.50755 -4.59867 0.00 0.01 0.00 0.123
H 1.88450 5.90372 0.93543 0.00 -0.01 0.01 0.127
H 4.20097 6.69980 0.80057 0.00 0.00 0.00 0.119
C -4.55663 -3.20756 -0.45041 -0.01 0.01 0.00 -0.136
C -4.42899 3.83023 0.34013 -0.01 -0.02 0.02 -0.162
H 1.65738 -6.59583 2.83581 0.01 0.00 0.02 0.115
H 5.08410 1.39798 -6.10473 0.00 0.00 0.00 0.118
H 1.17203 -4.86590 -2.11554 -0.01 -0.01 0.00 0.119
O 4.03527 -1.76607 0.09344 0.03 0.00 0.02 -0.493
C -6.66935 -4.69336 0.49063 -0.01 -0.01 -0.01 -0.041
C -3.47432 -2.24337 -0.69425 -0.02 0.11 0.20 -0.563
C 0.96606 -1.02137 -2.23925 0.14 -0.03 -0.13 -0.127
H 1.73422 1.12460 4.79487 0.00 0.01 0.00 0.123
H 2.54986 4.00449 -2.75337 0.03 0.01 0.04 0.120
H 0.30573 4.02736 0.79409 0.01 0.02 0.01 0.115
C 0.97568 1.40266 4.07299 0.00 -0.01 0.00 -0.020
H 2.30783 -4.76548 1.33200 -0.05 0.00 0.05 0.108
O -0.74305 1.52919 -0.65158 0.03 -0.34 0.37 -0.656
C 1.29885 -5.59072 3.05981 0.00 -0.02 -0.04 -0.191
C 1.70069 -3.13973 2.59285 -0.04 0.02 -0.06 -0.116
C 3.53818 4.76868 0.11367 -0.01 0.00 0.02 -0.146
C 3.34973 1.54231 -1.82197 -0.23 -0.05 -0.13 -0.139
H -0.30484 1.20943 6.54354 0.00 0.00 0.00 0.087
H -0.80038 -6.13652 3.10228 0.00 0.00 0.00 0.118
C -6.18154 2.22938 -0.24393 0.02 -0.04 0.04 0.010
H -6.65401 -3.40125 2.22487 0.01 0.00 0.00 0.130
C 1.91366 -3.02612 -1.31184 0.00 -0.06 0.12 -0.071
C 2.93505 2.52861 -0.76830 0.11 0.06 0.01 -0.116
N -7.44178 4.61642 1.94659 -0.01 0.00 -0.01 0.198
S 0.60560 1.32804 0.09848 0.51 -0.31 -0.33 1.015
H -1.73850 2.33540 1.49523 -0.02 0.01 -0.02 0.093
H -0.48999 -1.29687 -3.77631 -0.01 -0.02 0.01 0.121
O -2.64965 -2.11115 -1.63964 0.08 -0.42 0.21 -0.117
C 4.51002 5.77235 0.33510 -0.02 -0.01 0.00 -0.019
H -1.65002 -4.18012 -3.44066 0.00 0.03 0.01 0.073
N -0.62028 -1.36637 0.68760 0.02 -0.27 -0.62 0.063
C 3.61813 0.20867 -1.68121 0.19 -0.04 0.06 -0.318
C 0.24466 1.59320 1.81126 0.02 -0.03 0.03 -0.404
C 4.26551 1.38792 -4.11437 0.00 -0.05 0.00 -0.148
C -1.20604 2.26615 3.57997 -0.01 0.00 0.01 -0.004
C 0.15672 -1.79043 -3.05967 0.04 -0.04 0.02 -0.050
C 4.53817 1.97787 -5.37089 -0.01 -0.02 0.00 -0.023
C -0.14560 -5.43055 2.58911 0.01 0.02 0.01 -0.171
C -0.67932 -4.01315 -3.91253 -0.02 0.01 0.02 -0.034
H 7.23785 4.18069 -0.86116 0.00 0.00 0.00 0.112
H 3.22025 -4.61715 2.82480 0.01 0.00 -0.03 0.123
O -3.52964 -2.01260 2.66128 0.00 0.01 0.00 -0.271
H -7.50377 -5.28429 0.84345 0.00 0.00 0.00 0.116
H -0.21672 -5.63616 1.51665 0.00 0.00 0.00 0.119
H 1.33690 -5.47807 4.14825 0.00 0.02 0.00 0.119
C 6.19954 4.34754 -0.60783 0.00 0.01 0.01 -0.047
H -2.47933 3.52655 -0.54531 0.01 -0.02 0.03 0.124
C -0.23791 1.93044 4.52038 0.00 0.00 0.00 -0.249
C 1.09065 -3.78536 -2.13873 0.01 -0.01 0.07 -0.014
N -3.32815 -1.31558 0.24063 0.10 0.01 -0.10 -0.220
C 5.27656 3.37413 -0.85896 -0.02 0.01 -0.04 0.000
C -0.97387 2.09898 2.22256 -0.04 -0.08 -0.06 -0.057
C 1.84654 -1.64904 -1.35796 0.02 0.04 0.02 -0.383
C 1.31256 3.92777 0.40889 0.01 0.00 0.08 -0.055
S -3.17405 0.80725 -2.12147 0.29 0.03 -0.03 0.683
C -6.08617 -4.99877 -0.73449 0.00 0.00 0.00 -0.043
S -4.30528 -1.54589 1.55078 -0.06 0.07 0.02 0.663
C -0.48093 2.13170 5.98890 0.00 -0.01 0.00 -0.037
H 2.26438 -2.43142 1.98738 0.04 0.00 0.02 0.099
C 4.11008 3.24122 -5.65887 0.00 0.00 0.02 -0.061
C 1.69660 2.69579 -0.18690 -0.39 0.43 0.22 -0.295
C -0.17103 -2.19869 1.35428 -0.02 0.41 0.43 -0.181
C 3.37551 3.96403 -4.69870 0.00 0.00 -0.01 -0.054
C 4.65139 0.04666 -3.84357 -0.01 0.04 0.02 0.004
C -6.20094 -3.63973 1.27221 0.00 0.00 -0.01 -0.014
H 3.00158 4.95030 -4.93977 0.01 0.00 0.00 0.110
C 3.12661 3.43016 -3.46572 0.01 0.01 0.05 -0.008
C -3.99229 4.98542 1.07367 0.01 0.01 0.00 -0.170
C -0.63229 -4.01694 2.85861 -0.02 0.04 0.05 -0.119
H 0.19667 2.88782 6.38854 0.00 0.00 0.00 0.091
C 0.19993 -3.18752 -3.01703 -0.05 0.10 -0.03 -0.261
O -5.17649 -0.42606 1.72688 0.00 0.01 -0.03 -0.262
H 1.77682 -2.84066 3.64276 0.03 0.01 0.00 0.134
C -5.01695 -4.25618 -1.22357 0.00 0.01 0.01 0.015
C 2.18938 4.95588 0.51023 0.00 -0.02 -0.03 0.005
C -5.75275 3.36548 0.44170 0.00 0.00 0.00 -0.155
H 4.31982 3.68374 -6.62334 -0.01 0.00 0.00 0.110
N -3.57534 5.88271 1.65704 -0.01 0.00 0.00 0.190
H 2.64281 -3.49739 -0.66178 -0.03 0.03 -0.04 0.099
S 3.01872 -0.75567 -0.29363 -0.03 0.01 -0.01 0.961
C -5.14224 -2.91357 0.77540 0.01 -0.03 0.00 -0.197
H -1.64053 -3.82895 2.49670 -0.02 -0.01 -0.03 0.112
H -2.15768 2.66399 3.90975 0.00 0.00 0.00 0.123
H -0.23241 -4.98530 -4.11671 0.00 0.00 0.00 0.082
H 0.99440 0.05104 -2.39276 -0.04 0.06 0.09 0.099
C -5.23215 1.56452 -0.99096 0.00 0.01 -0.02 -0.597
C 3.58466 2.13210 -3.12453 -0.04 -0.03 0.02 -0.105
H -4.56097 -4.48371 -2.17769 0.00 0.00 0.00 0.126
C 3.91261 3.55761 -0.51178 0.05 -0.07 -0.02 -0.107
N 0.27954 -3.05239 2.21987 0.07 -0.26 -0.07 -0.057
H -6.47329 -5.82488 -1.31514 0.00 0.00 0.00 0.115
H 2.16981 0.81551 2.38605 0.00 0.01 0.00 0.109
H 6.55100 6.33808 0.15956 0.00 0.00 0.00 0.112
H -7.20312 1.88950 -0.15418 0.00 0.01 -0.01 0.140
H -0.85747 -3.51096 -4.86308 0.00 0.00 0.01 0.085
H 4.51890 -1.57978 -2.46865 0.02 0.00 0.00 0.121
```
Forces are in eV/Å.

Properties
* F_max: 0.01929 Eh/bohr
* HOMO energy: -10.335 eV
* charge: +1
* relative energy (zero: lowest compared OMol25 entry of this formula, charge and spin): 27.4 kcal per mole
* E: -132040.63357 eV
* LUMO level: -0.11207 Ha

What is the F_max in the second record?
0.01929 Eh/bohr

Which of these has the lowest LUMO level?
C55H42N5O5OsS5